No. 1
This record from the OMol25 dataset describes a 2-piece molecular cluster, C2H7NO overall. The level of theory is wB97M-V/def2-TZVPD.

```
11
Properties=species:S:1:pos:R:3:forces:R:3
C 1.06630 1.02579 -0.35307 -3.78 -1.80 -0.97
C 0.90941 -0.27988 -0.77369 -0.36 3.56 1.22
N -0.24750 -0.87726 -1.22907 0.43 -0.31 -0.16
H 0.15646 1.76200 -0.24986 2.00 -1.53 -0.41
H 1.99674 1.28683 0.00397 1.71 0.79 0.82
H 1.71416 -0.95337 -0.69337 1.14 -0.60 -0.11
H -0.99856 -0.20047 -1.33708 0.09 -0.55 -0.58
H 0.03890 -1.47614 -2.01290 -1.24 0.42 0.28
O -1.67286 0.22894 1.98940 0.40 -0.57 -0.23
H -1.10440 -0.52122 1.75865 0.00 0.33 -0.47
H -1.85865 0.00479 2.89703 -0.40 0.25 0.63
```
Positions in Å, forces in eV/Å.

Calculated values
Frontier orbital gap, eV: 9.26
Total charge: 0
Structure (SMILES): C=CN.O
Energy above the lowest of the compared OMol25 structures with the same formula, charge and spin, kcal per mole: 28.30

=====

No. 2
This record from the OMol25 dataset describes a 2-piece molecular cluster, C4H2O2 overall. The level of theory is wB97M-V/def2-TZVPD.

```
8
Properties=species:S:1:pos:R:3:forces:R:3
O -2.82898 -0.41066 0.89958 1.58 -0.46 0.10
C -1.73704 -0.71228 0.95079 -1.61 0.43 -0.07
C -0.62583 1.60512 -1.15051 0.72 -0.46 0.19
C 0.37324 0.88828 -0.82857 -0.52 0.36 -0.17
C 1.38810 0.08789 -0.45372 0.07 0.02 -0.05
O 1.28378 -0.89792 0.40794 -0.18 0.11 -0.07
H 0.34987 -0.95050 0.70499 0.09 -0.04 0.03
H 2.40458 0.18178 -0.83656 -0.16 0.05 0.03
```
Positions in Å, forces in eV/Å.

Calculated values
Frontier orbital gap, eV: 9.14
Total charge: 0
Energy above the lowest of the compared OMol25 structures with the same formula, charge and spin, kcal per mole: 45.61

=====

Looking at largest force on an atom for the records above, in order, we have 4.3; 1.7 eV/A.